The following is a DFT calculation (ωB97M-V/def2-TZVPD) of the ion C4H2IN2O2 with charge -1.

Properties
- energy relative to the best compared isomer or geometry (same formula, charge and spin) (kJ/mol) = 0.0
- net charge = -1
- HOMO energy (eV) = -4.5
- DFT total energy (Ha) = -711.37720

Last column: natural (NBO) charge in e.
Geometry (Å):
C -0.49523 -0.41169 0.62935  -0.035
C -0.69488 0.96685 0.82173  -0.280
C 0.07962 1.52987 -0.15944  0.001
C -1.54794 1.74670 1.84697  0.762
N 0.32618 -0.66601 -0.37721  -0.303
N 0.67585 0.53546 -0.85784  -0.383
O -2.18299 1.06672 2.65834  -0.754
O -1.48112 2.97856 1.71476  -0.776
I 0.39889 3.51986 -0.63375  0.161
H -0.92707 -1.21285 1.19584  0.209
H 1.30572 0.61788 -1.64082  0.399